{
  "formula": "C51H133BN17O22",
  "method": "wB97M-V/def2-TZVPD",
  "symbols": ["O", "C", "O", "B", "O", "C", "O", "O", "C", "O", "C", "O", "O", "C", "C", "C", "O", "C", "N", "H", "H", "H", "H", "H", "H", "H", "H", "H", "H", "H", "C", "C", "C", "O", "C", "N", "H", "H", "H", "H", "H", "H", "H", "H", "H", "H", "H", "C", "C", "C", "O", "C", "N", "H", "H", "H", "H", "H", "H", "H", "H", "H", "H", "H", "C", "C", "C", "O", "C", "N", "H", "H", "H", "H", "H", "H", "H", "H", "H", "H", "H", "C", "C", "C", "O", "C", "N", "H", "H", "H", "H", "H", "H", "H", "H", "H", "H", "H", "C", "C", "C", "O", "C", "N", "H", "H", "H", "H", "H", "H", "H", "H", "H", "H", "H", "C", "C", "C", "O", "C", "N", "H", "H", "H", "H", "H", "H", "H", "H", "H", "H", "H", "C", "C", "C", "O", "C", "N", "H", "H", "H", "H", "H", "H", "H", "H", "H", "H", "H", "C", "C", "C", "O", "C", "N", "H", "H", "H", "H", "H", "H", "H", "H", "H", "H", "H", "C", "C", "C", "O", "C", "N", "H", "H", "H", "H", "H", "H", "H", "H", "H", "H", "H", "C", "C", "C", "O", "C", "N", "H", "H", "H", "H", "H", "H", "H", "H", "H", "H", "H", "C", "O", "N", "N", "H", "H", "H", "H", "C", "O", "N", "N", "H", "H", "H", "H", "C", "O", "N", "N", "H", "H", "H", "H"],
  "positions_angstrom": [[-1.50, -1.35, -0.16], [-0.31, -1.57, 0.10], [0.48, -2.73, -0.05], [1.90, -2.44, 0.37], [1.90, -1.09, 0.94], [0.70, -0.52, 0.76], [0.34, 0.61, 1.03], [2.75, -2.51, -0.80], [3.59, -3.57, -0.73], [4.45, -3.88, -1.54], [3.37, -4.16, 0.71], [2.30, -3.54, 1.25], [3.92, -5.16, 1.22], [0.71, -1.48, 7.92], [0.13, -1.96, 6.62], [-1.02, -1.14, 6.03], [-2.17, -1.37, 6.74], [-3.26, -0.64, 6.14], [1.26, -1.92, 5.73], [0.75, -0.39, 7.94], [1.73, -1.76, 8.16], [0.01, -1.73, 8.72], [-0.10, -3.02, 6.57], [-1.26, -1.51, 5.03], [-0.81, -0.07, 5.98], [-3.04, 0.43, 6.12], [-4.06, -0.89, 6.84], [-3.58, -1.06, 5.19], [1.92, -1.16, 5.82], [1.00, -1.95, 4.75], [-7.02, 8.10, -0.90], [-7.67, 6.73, -0.86], [-7.22, 5.91, 0.33], [-5.97, 5.33, 0.06], [-5.68, 4.24, 0.95], [-9.13, 6.95, -0.89], [-6.94, 8.45, -1.93], [-6.01, 8.12, -0.48], [-7.56, 8.89, -0.38], [-7.53, 6.20, -1.81], [-7.95, 5.12, 0.49], [-7.23, 6.46, 1.28], [-4.76, 3.73, 0.66], [-6.47, 3.48, 0.97], [-5.60, 4.52, 2.00], [-9.39, 7.39, -0.02], [-9.46, 5.99, -0.92], [5.59, 0.88, -10.24], [4.91, 0.79, -8.90], [4.57, -0.73, -8.62], [3.86, -0.78, -7.38], [3.83, -1.96, -6.67], [5.77, 1.58, -7.90], [4.96, 0.55, -11.06], [6.60, 0.46, -10.30], [5.74, 1.92, -10.54], [3.95, 1.25, -9.11], [5.54, -1.23, -8.56], [3.95, -1.19, -9.40], [3.19, -1.85, -5.79], [4.81, -2.15, -6.23], [3.40, -2.85, -7.15], [5.81, 2.58, -8.02], [5.40, 1.49, -6.97], [0.14, -6.95, -5.11], [-0.11, -6.83, -3.56], [-1.55, -6.52, -3.03], [-2.03, -5.26, -3.66], [-3.30, -5.02, -3.06], [0.44, -8.02, -2.93], [-0.53, -7.66, -5.60], [1.14, -7.20, -5.45], [0.00, -5.97, -5.55], [0.49, -6.02, -3.15], [-1.60, -6.60, -1.95], [-2.24, -7.25, -3.45], [-4.10, -5.76, -3.03], [-3.71, -4.09, -3.45], [-3.15, -4.81, -2.00], [1.35, -8.37, -3.19], [0.50, -7.90, -1.93], [-6.79, -7.25, 2.53], [-5.82, -7.59, 1.44], [-4.42, -7.68, 2.06], [-4.03, -6.46, 2.56], [-2.63, -6.38, 2.90], [-6.33, -8.83, 0.79], [-6.76, -6.24, 2.93], [-6.69, -7.91, 3.39], [-7.82, -7.31, 2.17], [-5.81, -6.71, 0.79], [-3.78, -8.07, 1.27], [-4.26, -8.50, 2.76], [-2.36, -7.06, 3.71], [-2.27, -5.39, 3.18], [-1.95, -6.68, 2.11], [-7.29, -8.58, 0.61], [-6.21, -9.60, 1.43], [4.53, 7.47, -2.63], [4.63, 6.34, -3.74], [3.79, 5.07, -3.32], [4.24, 3.87, -3.91], [3.95, 2.76, -3.09], [4.17, 6.99, -4.94], [5.21, 7.23, -1.81], [3.53, 7.74, -2.27], [4.79, 8.47, -2.99], [5.70, 6.19, -3.90], [2.78, 5.18, -3.73], [3.84, 4.96, -2.24], [4.12, 1.80, -3.59], [2.94, 2.79, -2.69], [4.64, 2.77, -2.25], [4.42, 6.39, -5.71], [3.16, 7.03, -5.01], [-11.66, 0.32, 2.11], [-10.37, 0.61, 2.93], [-9.23, -0.36, 2.47], [-9.15, -0.64, 1.10], [-8.11, -1.62, 0.84], [-10.06, 2.06, 2.73], [-11.54, 0.17, 1.03], [-12.49, 1.00, 2.28], [-12.14, -0.64, 2.31], [-10.61, 0.42, 3.97], [-9.42, -1.28, 3.02], [-8.25, 0.00, 2.79], [-8.08, -1.77, -0.24], [-8.19, -2.60, 1.32], [-7.15, -1.14, 1.02], [-10.64, 2.64, 3.32], [-10.35, 2.26, 1.78], [9.75, -5.53, 0.89], [10.35, -6.06, -0.40], [11.49, -7.02, -0.10], [12.29, -7.21, -1.24], [13.38, -8.14, -0.97], [9.24, -6.72, -1.12], [9.42, -6.38, 1.49], [8.81, -5.00, 0.73], [10.42, -4.97, 1.54], [10.72, -5.17, -0.91], [11.12, -7.96, 0.32], [12.06, -6.52, 0.68], [13.77, -8.12, 0.05], [14.27, -8.00, -1.59], [12.95, -9.12, -1.15], [8.99, -7.46, -0.48], [8.44, -6.10, -1.16], [-5.83, 8.67, 4.81], [-4.29, 8.85, 5.16], [-3.43, 7.65, 4.51], [-3.74, 6.50, 5.28], [-2.65, 5.65, 5.44], [-3.82, 10.21, 4.87], [-6.44, 9.24, 5.50], [-6.19, 7.66, 4.99], [-6.09, 8.93, 3.78], [-4.12, 8.65, 6.22], [-2.42, 8.03, 4.62], [-3.68, 7.62, 3.45], [-2.23, 5.30, 4.50], [-2.96, 4.77, 6.00], [-1.80, 6.16, 5.91], [-2.93, 10.53, 5.21], [-4.47, 10.92, 5.17], [-2.68, 2.92, -3.83], [-3.67, 3.90, -4.54], [-4.92, 3.15, -5.00], [-5.79, 4.09, -5.54], [-5.75, 4.28, -6.94], [-3.95, 5.06, -3.70], [-1.83, 3.53, -3.52], [-2.39, 2.11, -4.50], [-3.03, 2.40, -2.94], [-3.22, 4.42, -5.39], [-5.28, 2.49, -4.22], [-4.58, 2.41, -5.72], [-6.06, 3.34, -7.39], [-4.87, 4.70, -7.44], [-6.50, 5.02, -7.23], [-4.78, 5.48, -4.10], [-4.36, 4.69, -2.86], [3.27, 2.99, 5.40], [4.59, 3.06, 4.70], [4.97, 1.79, 3.82], [5.16, 0.59, 4.50], [6.11, -0.28, 3.95], [4.52, 4.26, 3.91], [2.39, 2.79, 4.79], [3.02, 3.88, 5.97], [3.41, 2.28, 6.22], [5.34, 3.13, 5.48], [5.85, 2.12, 3.27], [4.24, 1.67, 3.03], [5.88, -0.43, 2.90], [6.20, -1.15, 4.60], [7.09, 0.20, 3.99], [5.28, 4.15, 3.26], [3.76, 4.31, 3.25], [9.88, -4.30, -6.22], [10.31, -4.07, -7.28], [8.75, -3.71, -5.81], [10.34, -5.15, -5.38], [8.24, -4.02, -5.00], [8.48, -3.00, -6.47], [11.20, -5.64, -5.60], [9.89, -5.18, -4.48], [-0.26, 7.38, 0.44], [0.79, 7.52, 1.13], [-1.16, 6.45, 0.51], [-0.64, 8.38, -0.29], [-1.18, 5.81, 1.29], [-1.78, 6.35, -0.29], [-1.51, 8.35, -0.80], [0.12, 8.99, -0.55], [3.74, -6.75, 6.68], [4.17, -7.87, 6.96], [2.87, -6.60, 5.76], [4.09, -5.62, 7.24], [2.96, -7.24, 4.99], [2.55, -5.66, 5.54], [4.82, -5.72, 7.93], [3.66, -4.79, 6.87]],
  "mulliken_charge": [-0.66, 0.57, -0.35, 0.94, -0.35, 0.56, -0.67, -0.47, 0.59, -0.64, 0.57, -0.45, -0.68, -1.70, 0.76, -0.59, -0.35, -0.74, -0.47, 0.37, 0.42, 0.37, 0.23, 0.31, 0.31, 0.29, 0.26, 0.31, 0.16, 0.08, -1.40, 0.59, -0.66, -0.16, -0.88, -0.76, 0.31, 0.33, 0.38, 0.25, 0.21, 0.30, 0.28, 0.38, 0.29, 0.27, 0.26, -1.48, 0.60, -0.63, -0.26, -0.78, -0.70, 0.39, 0.35, 0.38, 0.12, 0.34, 0.34, 0.27, 0.28, 0.32, 0.23, 0.24, -1.36, 0.71, -0.62, -0.32, -0.78, -0.73, 0.34, 0.42, 0.31, 0.09, 0.27, 0.29, 0.31, 0.31, 0.30, 0.23, 0.24, -1.40, 0.39, -0.76, -0.25, -0.79, -0.69, 0.31, 0.30, 0.44, 0.22, 0.40, 0.39, 0.33, 0.28, 0.28, 0.30, 0.27, -1.43, 0.45, -0.63, -0.34, -0.73, -0.77, 0.35, 0.25, 0.45, 0.37, 0.18, 0.44, 0.23, 0.35, 0.32, 0.27, 0.25, -1.44, 0.34, -0.76, -0.32, -0.77, -0.65, 0.33, 0.40, 0.41, 0.29, 0.37, 0.40, 0.27, 0.31, 0.32, 0.26, 0.26, -1.48, 0.44, -0.71, -0.32, -0.79, -0.71, 0.35, 0.41, 0.37, 0.27, 0.35, 0.36, 0.32, 0.26, 0.30, 0.30, 0.27, -1.33, 0.47, -0.67, -0.28, -0.74, -0.66, 0.38, 0.34, 0.35, 0.19, 0.34, 0.31, 0.27, 0.25, 0.33, 0.22, 0.23, -1.49, 0.59, -0.81, -0.34, -0.76, -0.67, 0.35, 0.38, 0.35, 0.24, 0.43, 0.38, 0.33, 0.29, 0.27, 0.30, 0.18, -1.47, 0.58, -0.70, -0.30, -0.80, -0.72, 0.32, 0.41, 0.34, 0.20, 0.33, 0.34, 0.33, 0.25, 0.33, 0.29, 0.27, 0.65, -0.62, -0.39, -0.32, 0.17, 0.18, 0.19, 0.13, 0.71, -0.71, -0.30, -0.41, 0.18, 0.14, 0.16, 0.23, 0.66, -0.70, -0.36, -0.38, 0.23, 0.18, 0.21, 0.17],
  "total_charge": -1,
  "mol_weight_g_mol": 1347.53,
  "e_homo_ev": -7.307,
  "orbital_gap_ev": 8.82,
  "e_tot_ev": -126094.5954,
  "spin_multiplicity": 1
}